*w*
# CHN2O2P

A cluster of 2 separate species, CHN2O2P in total (ωB97M-V with the def2-TZVPD basis set, the Open Molecules 2025 dataset).

Properties
Charge   0
Frontier orbital gap   8.88 eV
HOMO level   -11.756 eV
E_LUMO   -0.106 Eh
Spin multiplicity   1

Each atom is followed by the atoms it is bonded to, with distances in Å.
Positions of all 7 atoms, in Å:
1 C 1.19 1.12 0.65  N2 1.136
2 N 2.23 1.33 1.04  C1 1.136
3 N -0.63 -1.01 -0.07  O4 1.208, O5 1.208, P6 1.817
4 O -0.72 -1.53 1.02  N3 1.208
5 O -0.23 -1.52 -1.09  N3 1.208
6 P -1.14 0.73 -0.11  N3 1.817, H7 1.404
7 H -0.70 0.88 -1.44  P6 1.404

***

*x*
# CHN2O2P

A cluster of 2 separate species, CHN2O2P in total (ωB97M-V with the def2-TZVPD basis set, the Open Molecules 2025 dataset).

Properties
Charge   0
Frontier orbital gap (alpha / beta)   7.77 / 8.34 eV
HOMO level (alpha / beta)   -10.077 / -9.632 eV
E_LUMO (alpha / beta)   -0.085 / -0.048 Eh
Spin multiplicity   1

Each atom is followed by the atoms it is bonded to, with distances in Å.
Positions of all 7 atoms, in Å:
1 C 1.62 -0.16 -0.38  N2 1.177, P6 1.735
2 N 2.24 0.83 -0.50  C1 1.177
3 N -1.63 0.53 -0.17  O4 1.197, O5 1.165
4 O -2.41 0.26 -1.04  N3 1.197
5 O -1.30 1.36 0.57  N3 1.165
6 P 0.63 -1.50 0.10  C1 1.735, H7 1.364
7 H 0.85 -1.33 1.43  P6 1.364

***

*y*
# CHN2O2P

The molecule CHN2O2P (ωB97M-V with the def2-TZVPD basis set, the Open Molecules 2025 dataset).

Properties
Charge   0
Frontier orbital gap   10.51 eV
HOMO level   -11.206 eV
E_LUMO   -0.026 Eh
SMILES   N#CP[N+](=O)[O-]
Spin multiplicity   1

Each atom is followed by the atoms it is bonded to, with distances in Å.
Positions of all 7 atoms, in Å:
1 N 0.13 -2.42 -0.55  C2 1.139
2 C 0.25 -1.42 -0.01  N1 1.139, P3 1.738
3 P 0.46 -0.02 0.99  C2 1.738, N4 1.809, H7 1.650
4 N -0.64 1.04 0.02  P3 1.809, O5 1.233, O6 1.195
5 O -1.79 0.58 0.02  N4 1.233
6 O -0.16 2.02 -0.47  N4 1.195
7 H 1.76 0.22 0.01  P3 1.650

***

Which structure is most stable? *y*, by 1.111 eV over the runner-up.

***

*w*
# CH3F2N4

A cluster of 2 separate species, CH3F2N4 in total (ωB97M-V with the def2-TZVPD basis set, the Open Molecules 2025 dataset).

Properties
Charge   +1
Frontier orbital gap (alpha / beta)   7.52 / 7.40 eV
HOMO level (alpha / beta)   -14.884 / -14.983 eV
E_LUMO (alpha / beta)   -0.271 / -0.279 Eh
Spin multiplicity   1

Each atom is followed by the atoms it is bonded to, with distances in Å.
Positions of all 10 atoms, in Å:
1 C -0.80 0.64 0.04  N3 1.214, N4 1.621, H8 1.069
2 N -2.96 -0.46 0.35  N4 1.157, H9 1.031
3 N -0.19 -0.31 -0.42  C1 1.214
4 N -2.40 0.42 -0.16  C1 1.621, N2 1.157
5 N 2.04 -0.18 -0.37  F6 1.361, F7 1.345, H10 1.032
6 F 2.42 0.92 0.33  N5 1.361
7 F 2.54 -1.23 0.30  N5 1.345
8 H -0.42 1.52 0.50  C1 1.069
9 H -2.50 -1.26 0.80  N2 1.031
10 H 2.28 -0.04 -1.36  N5 1.032

***

*x*
# CH3F2N4

A cluster of 2 separate species, CH3F2N4 in total (ωB97M-V with the def2-TZVPD basis set, the Open Molecules 2025 dataset).

Properties
Charge   +1
Frontier orbital gap   8.46 eV
HOMO level   -15.223 eV
E_LUMO   -0.249 Eh
Spin multiplicity   1

Each atom is followed by the atoms it is bonded to, with distances in Å.
Positions of all 10 atoms, in Å:
1 C -0.77 -0.07 -0.15  N3 1.360, N4 1.285, H8 1.020
2 N -2.93 0.98 0.18  N4 1.166, H9 1.053
3 N 0.31 -0.13 0.68  C1 1.360, N5 1.184
4 N -1.82 0.64 0.03  C1 1.285, N2 1.166
5 N 1.46 0.01 0.89  N3 1.184, F7 1.474
6 F 2.43 -1.68 0.15  H10 0.961
7 F 2.29 0.74 -0.08  N5 1.474
8 H -0.75 -0.72 -0.94  C1 1.020
9 H -3.35 1.84 -0.26  N2 1.053
10 H 3.13 -1.61 -0.50  F6 0.961

***

Which structure is most stable? *x*, by 2.157 eV over the runner-up.